# 1
This record from the OMol25 dataset describes a structure of composition C44H53GeNO2PRuSeTe. The level of theory is the ωB97M-V functional and the def2-TZVPD basis.

Output
HOMO (alpha / beta)	-12.74 / -13.25	eV
energy above the lowest of the compared OMol25 structures with the same formula, charge and spin	27.61	kcal per mole
HOMO-LUMO gap (alpha / beta)	6.85 / 5.55	eV
multiplicity	6
<S²>	8.822
LUMO (alpha / beta)	-5.89 / -7.70	eV
charge	+2

```
105
Properties=species:S:1:pos:R:3:forces:R:3
Ru -0.31431 -0.86379 -0.87325 -0.5 0.1 0.3
O 2.12387 -1.84362 -0.31474 0.2 0.1 0.0
C 1.02001 -2.28445 -0.36347 -0.3 -0.2 0.1
C 0.57259 -3.67189 -0.09862 0.1 0.3 0.1
C 1.43498 -4.54263 0.55729 0.1 0.0 0.0
C 0.99080 -5.81597 0.88186 0.0 0.0 0.0
C -0.29542 -6.20505 0.53641 -0.1 0.0 0.0
C -1.14544 -5.33825 -0.14825 0.0 -0.1 -0.1
C -0.70885 -4.06670 -0.47897 -0.3 0.0 0.1
P -1.73409 -2.82122 -1.32104 0.7 -0.2 -0.7
C -1.06130 -2.74877 -3.02613 -0.2 -0.2 -0.1
C -0.16819 -3.68871 -3.54389 0.1 0.0 0.1
C 0.11609 -3.70798 -4.90325 0.0 0.1 0.0
C -0.49644 -2.79801 -5.75715 0.0 0.0 0.0
C -1.37015 -1.84322 -5.24908 0.0 0.0 0.1
C -1.64508 -1.81231 -3.88946 0.0 -0.1 -0.1
C -3.36912 -3.55026 -1.57710 -0.1 0.3 0.3
C -4.40164 -3.20987 -0.70463 0.0 0.0 0.0
C -5.65403 -3.78976 -0.84562 0.0 0.0 0.0
C -5.87561 -4.70973 -1.85919 0.0 0.0 0.0
C -4.84924 -5.04748 -2.73572 0.0 0.0 0.0
C -3.59677 -4.46773 -2.60328 0.0 0.0 0.0
H 2.43041 -4.20905 0.82263 0.0 0.0 0.0
H 1.64217 -6.49774 1.41222 0.0 0.0 0.0
H -0.64522 -7.19520 0.79869 0.0 0.0 0.0
H -2.13915 -5.66317 -0.43105 0.0 0.0 0.0
H 0.28423 -4.42454 -2.88853 0.0 0.0 0.0
H 0.79936 -4.44872 -5.30029 0.0 0.0 0.0
H -0.29372 -2.83495 -6.82044 0.0 0.0 0.0
H -1.85186 -1.13923 -5.91654 0.0 0.0 0.0
H -2.36380 -1.09772 -3.50563 -0.1 0.1 0.0
H -4.23882 -2.48187 0.08171 0.0 0.0 0.0
H -6.45397 -3.51889 -0.16913 0.0 0.0 0.0
H -6.85274 -5.16105 -1.97360 0.0 0.0 0.0
H -5.02623 -5.76132 -3.52989 0.0 0.0 0.0
H -2.81082 -4.73185 -3.30039 0.0 0.0 0.0
C -1.85185 -1.90559 2.26748 0.1 0.0 -0.1
C -1.65321 -0.42607 2.00580 0.0 0.4 0.0
O -2.01250 0.36496 2.90401 0.0 -0.2 -0.2
N -1.07115 -0.02951 0.86239 0.0 -0.8 0.2
Te -0.89369 2.33919 1.85539 0.2 0.4 -0.1
C -1.13239 4.36131 2.51159 0.0 -0.3 -0.2
C -2.35633 4.71049 3.07671 -0.1 0.1 0.1
C -3.55734 3.80260 3.20422 0.1 0.1 0.0
C -2.46162 6.00633 3.58369 -0.1 0.0 0.0
C -1.42263 6.91827 3.50623 0.0 0.1 0.0
C -1.57384 8.31933 4.03607 0.0 -0.1 0.0
C -0.23085 6.52205 2.89894 0.1 0.1 -0.1
C -0.05680 5.25136 2.37784 0.0 0.0 0.1
C 1.25652 4.88358 1.73774 -0.1 0.0 0.1
C 0.75476 1.80742 3.03516 -0.1 0.0 0.0
C 0.60881 1.84176 4.42588 0.0 0.0 0.1
C -0.63918 2.27686 5.15751 0.2 0.0 0.0
C 1.70896 1.46700 5.19519 -0.1 0.0 0.1
C 2.90723 1.06228 4.63042 0.1 0.0 0.0
C 4.07737 0.65562 5.48586 -0.1 0.0 -0.1
C 3.00802 1.04009 3.24110 0.0 0.0 0.0
C 1.95492 1.41303 2.42121 0.0 0.0 0.0
C 2.17715 1.42134 0.93015 -0.1 0.1 0.1
H -2.35915 -2.00351 3.22243 0.0 0.0 0.0
H -0.88729 -2.41429 2.31140 0.0 0.0 0.0
H -2.45385 -2.36772 1.48664 0.0 0.0 0.0
H -3.44083 2.83802 2.71192 0.0 0.0 0.0
H -4.43608 4.28358 2.77475 0.0 0.0 0.0
H -3.77565 3.60564 4.25502 0.0 0.0 0.0
H -3.39687 6.30240 4.04842 0.0 0.0 0.0
H -2.54931 8.47087 4.49468 0.0 0.0 0.0
H -1.45959 9.04428 3.22859 0.0 0.0 0.0
H -0.80712 8.54036 4.78053 0.0 0.0 0.0
H 0.58769 7.23135 2.82297 0.0 0.0 0.0
H 1.80137 5.77926 1.44536 0.0 0.0 0.0
H 1.11356 4.28013 0.83856 0.0 0.0 0.0
H 1.88447 4.31764 2.42982 0.0 0.0 0.0
H -1.53584 2.26231 4.54605 -0.1 0.0 -0.1
H -0.51355 3.28935 5.54666 0.0 0.0 0.0
H -0.82531 1.61604 6.00320 0.0 0.0 0.0
H 1.61170 1.48881 6.27609 0.0 0.0 0.0
H 3.83690 0.71694 6.54534 0.0 0.0 0.0
H 4.93784 1.29890 5.29462 0.0 0.0 0.0
H 4.38352 -0.36802 5.26341 0.0 0.0 0.0
H 3.94238 0.73241 2.78093 0.0 0.0 0.0
H 2.98463 0.74693 0.65480 0.0 0.0 0.0
H 2.44283 2.41952 0.57629 0.0 0.0 0.0
H 1.28809 1.11069 0.38314 -0.1 0.0 0.0
C 4.43947 1.22956 -4.08186 0.1 0.1 0.0
Ge 3.57613 -0.46965 -4.42140 0.0 0.0 0.0
C 3.74249 -1.02429 -6.26775 0.1 0.0 -0.2
C 4.14745 -1.84272 -3.17927 0.1 -0.1 0.1
C 1.62055 -0.25594 -4.16410 -0.2 -0.2 0.0
Se 1.13579 0.52542 -2.45617 0.2 0.3 0.1
C -0.08608 1.90816 -3.05639 -0.1 0.0 0.0
H 5.51985 1.10214 -4.17397 0.0 0.1 0.0
H 4.22557 1.59900 -3.07786 0.0 0.0 0.0
H 4.12515 1.97634 -4.81274 0.0 0.0 0.0
H 4.79593 -1.12122 -6.53398 0.0 0.0 0.0
H 3.29108 -0.28373 -6.93001 0.0 0.0 0.0
H 3.25779 -1.98786 -6.43202 0.0 0.0 0.0
H 5.23572 -1.92047 -3.18716 0.0 0.0 0.0
H 3.73546 -2.81185 -3.46715 0.0 0.0 0.0
H 3.83177 -1.60926 -2.16125 0.0 0.0 0.0
H 1.13840 -1.22843 -4.23961 -0.1 0.0 0.0
H 1.19431 0.40120 -4.92246 0.0 0.0 0.0
H 0.50471 2.68905 -3.52521 0.0 0.0 0.0
H -0.60013 2.30487 -2.18489 0.0 0.0 0.0
H -0.79877 1.48677 -3.75941 0.0 0.0 0.0
```
Forces are in eV/Å.

---

# 2
This record from the OMol25 dataset describes a structure of composition C32H26BF4N4O6PRuSSbSe4. The level of theory is the ωB97M-V functional and the def2-TZVPD basis.

Output
HOMO (alpha / beta)	-3.15 / -3.10	eV
energy above the lowest of the compared OMol25 structures with the same formula, charge and spin	22.79	kcal per mole
HOMO-LUMO gap (alpha / beta)	6.47 / 6.10	eV
multiplicity	6
<S²>	8.807
LUMO (alpha / beta)	3.32 / 3.00	eV
charge	-2

```
81
Properties=species:S:1:pos:R:3:forces:R:3
Ru 1.14959 -0.54525 0.64921 0.5 -0.4 -0.5
O 2.72842 -0.07161 1.82175 0.1 -0.1 0.1
C 3.96472 0.02202 1.36592 -0.1 0.1 0.0
C 4.96465 -0.84048 1.82821 0.1 -0.1 0.0
C 6.27787 -0.68395 1.41971 0.0 0.0 0.0
C 6.63534 0.33840 0.54650 0.0 0.0 0.0
C 5.65175 1.19621 0.07780 0.0 0.0 0.0
C 4.32608 1.04597 0.46878 0.0 0.1 0.0
C 3.27749 1.93843 -0.03687 -0.2 -0.1 -0.2
N 2.09441 1.58449 -0.49884 0.0 0.2 0.3
C 1.43698 2.74727 -0.82462 0.1 -0.1 -0.1
C 2.23874 3.81772 -0.58366 0.0 0.0 0.0
N 3.40918 3.28902 -0.08628 0.2 0.0 0.0
H 4.67375 -1.62865 2.51003 0.0 0.0 0.0
H 7.03374 -1.36964 1.78489 0.0 0.0 0.0
H 7.66059 0.44690 0.21564 0.0 0.0 0.0
H 5.90285 1.97322 -0.63766 0.0 0.0 0.0
H 0.43179 2.73695 -1.21028 0.0 0.0 0.0
H 2.08576 4.87556 -0.70242 0.0 0.0 0.0
H 4.19607 3.79563 0.27614 0.0 0.0 0.0
O 0.82846 1.40623 4.19435 0.1 0.0 -0.1
S 0.14688 0.84306 3.05570 0.0 0.4 0.7
O 0.45019 1.47840 1.75823 -0.1 0.3 0.0
O 0.26827 -0.60911 2.89614 -0.1 -0.3 -0.2
C -1.58153 1.17059 3.35793 -0.1 0.0 -0.2
C -1.96643 1.62348 4.61547 0.1 0.0 -0.1
C -3.29682 1.89972 4.86590 -0.2 0.0 -0.1
C -4.23703 1.72963 3.85332 0.0 0.0 0.1
C -3.84596 1.27913 2.60404 0.2 -0.1 0.0
C -2.50515 0.98661 2.33070 -0.1 0.1 0.1
P -1.93743 0.36338 0.66879 -0.3 -0.2 -0.1
C -3.50793 -0.49081 0.22241 0.0 0.1 0.0
C -3.70394 -1.73541 0.81632 0.0 0.0 0.0
C -4.83991 -2.48128 0.53950 0.0 0.0 0.0
C -5.80439 -1.98618 -0.32864 0.1 0.0 0.0
C -5.62402 -0.74037 -0.91462 0.0 0.0 0.0
C -4.48123 0.00279 -0.64165 0.0 0.0 0.0
C -2.01936 1.96708 -0.24052 0.0 0.2 0.0
C -2.15298 2.02260 -1.63156 0.0 0.0 -0.1
C -2.07761 3.23154 -2.31284 0.0 0.0 0.1
C -1.85553 4.41720 -1.62487 0.0 -0.1 0.0
C -1.71858 4.37805 -0.24419 0.0 0.0 0.0
C -1.80229 3.17091 0.43751 0.0 0.0 -0.1
H -1.20554 1.75660 5.37203 0.0 0.0 0.0
H -3.60100 2.24652 5.84608 0.0 0.0 0.0
H -5.28285 1.94602 4.03851 0.0 0.0 0.0
H -4.58847 1.14081 1.82880 0.0 0.0 0.0
H -2.94140 -2.14680 1.46384 0.0 0.0 0.0
H -4.94038 -3.46840 0.97216 0.0 0.0 0.0
H -6.68390 -2.57550 -0.56062 0.0 0.0 0.0
H -6.36801 -0.34712 -1.59873 0.0 0.0 0.0
H -4.35342 0.96945 -1.11077 0.0 0.0 0.0
H -2.30050 1.10551 -2.18591 0.0 0.0 0.0
H -2.18215 3.23989 -3.39145 0.0 0.0 0.0
H -1.78437 5.35782 -2.15835 0.0 0.0 0.0
H -1.53529 5.28942 0.31285 0.0 0.0 0.0
H -1.67194 3.17095 1.51108 0.0 0.0 0.0
F -2.28318 -4.67300 1.11869 0.0 0.0 0.0
B -1.46445 -4.16363 0.10068 0.0 0.2 -0.1
F -1.05806 -2.84662 0.44831 0.1 -0.2 0.0
F -0.30578 -4.97134 -0.03928 0.0 0.0 0.1
F -2.15749 -4.13606 -1.11507 0.0 0.0 0.0
Se 2.62492 -6.36961 1.22648 0.1 -0.1 0.0
Sb 2.48018 -4.95940 -0.67214 -0.2 0.5 0.3
Se 1.42744 -5.27317 -2.83011 0.0 0.0 0.0
Se 4.46336 -4.37589 -1.95958 0.1 -0.1 0.0
Se 1.95883 -2.73870 0.92284 -0.1 -0.2 0.0
C 3.34846 -1.65969 -3.96265 0.0 0.0 0.0
N 2.05730 -1.54622 -3.30506 -0.1 0.0 0.0
C 0.91674 -1.94676 -3.94921 0.3 0.0 -0.1
C -0.28465 -1.83380 -3.38961 -0.2 0.2 0.1
C -0.40693 -1.18547 -2.09080 0.1 0.1 0.2
O -1.49729 -0.84042 -1.66333 0.0 0.0 -0.1
N 0.77575 -0.93331 -1.39351 0.1 -0.5 -0.3
C 2.01033 -1.15471 -1.97028 -0.2 -0.1 -0.2
O 3.04978 -1.01208 -1.34213 0.1 0.2 0.1
H 3.49873 -0.82825 -4.65727 0.0 0.0 0.0
H 3.40466 -2.60676 -4.49607 0.0 0.0 0.0
H 4.12046 -1.64813 -3.19921 0.0 0.0 0.0
H 1.07260 -2.38774 -4.92524 0.0 0.0 0.0
H -1.18794 -2.18985 -3.85728 0.0 0.0 0.0
```
Forces are in eV/Å.

---

The highest <S²> belongs to which entry?
C44H53GeNO2PRuSeTe

---

The lowest energy above the lowest of the compared OMol25 structures with the same formula, charge and spin belongs to which entry?
C32H26BF4N4O6PRuSSbSe4